Entry 1:
A cluster of 2 separate species, CH6S2 in total in a non-equilibrium geometry, computed with ωB97M-V/def2-TZVPD.

ORCA input file:
```
! wB97M-V def2-TZVPD RIJCOSX def2/J DEFGRID3
* xyz 0 1
S 1.41646 0.79066 2.14198
S 0.80231 -0.85547 -1.25354
C -0.85419 -0.56015 -0.55133
H -0.98684 -1.03472 0.42240
H -1.18595 0.46025 -0.39285
H 0.18339 0.46177 1.75649
H 0.69740 0.11992 -2.16401
H -1.48462 -1.15931 -1.19846
H 1.41203 1.77705 1.23931
*
```

The SMILES is CS.S. The calculation puts the HOMO energy at -0.3289 Ha. The energy above the lowest of the compared OMol25 structures with the same formula, charge and spin comes out at 0.420 eV. The calculation puts the energy at -838.03927 hartree. Its frontier orbital gap is 9.74 eV.


Entry 2:
A cluster of 2 separate species, CH6S2 in total, computed with ωB97M-V/def2-TZVPD.

ORCA input file:
```
! wB97M-V def2-TZVPD RIJCOSX def2/J DEFGRID3
* xyz 0 1
S -3.83084 -2.80571 0.65832
S -5.34622 -1.56359 1.33607
C 3.72335 1.89730 -0.89356
H -4.58275 -3.49622 -0.20852
H 3.55820 2.83030 -0.35275
H 3.85480 1.13336 -0.12069
H -4.94067 -1.59252 2.61179
H 2.92308 1.60259 -1.56236
H 4.64105 1.99449 -1.46830
*
```

The SMILES is SS.C. The calculation puts the HOMO energy at -0.3238 Ha. The energy above the lowest of the compared OMol25 structures with the same formula, charge and spin comes out at 0.219 eV. The calculation puts the energy at -838.04663 hartree. Its frontier orbital gap is 9.14 eV.


Entry 3:
A cluster of 2 separate species, CH6S2 in total, computed with ωB97M-V/def2-TZVPD.

ORCA input file:
```
! wB97M-V def2-TZVPD RIJCOSX def2/J DEFGRID3
* xyz 0 1
S -3.67151 1.34790 0.28735
S -1.93959 0.12465 0.47385
C 2.23433 -0.52046 -0.19153
H 2.20701 -0.00147 -1.14785
H 3.28453 -0.56276 0.08483
H -3.00752 2.17068 -0.55301
H -2.63734 -0.95289 0.87109
H 1.87529 -1.51962 -0.43878
H 1.65481 -0.08604 0.61405
*
```

The SMILES is SS.C. The calculation puts the HOMO energy at -0.3199 Ha. The energy above the lowest of the compared OMol25 structures with the same formula, charge and spin comes out at 0.310 eV. The calculation puts the energy at -838.04331 hartree. Its frontier orbital gap is 8.86 eV.


Entry 4:
A cluster of 2 separate species, CH6S4 in total, computed with ωB97M-V/def2-TZVPD.

ORCA input file:
```
! wB97M-V def2-TZVPD RIJCOSX def2/J DEFGRID3
* xyz 0 1
S 3.77332 -0.76248 1.14369
S -1.96805 1.24276 -2.09269
S -0.95345 -0.27617 -1.15790
S 2.07084 -0.14583 0.07756
C -1.38505 0.01766 0.57968
H -2.44350 0.25886 0.64417
H -3.09552 0.56767 -2.36760
H -1.19413 -0.88857 1.15292
H 1.92350 -1.32728 -0.52931
H -0.79588 0.84188 0.97295
H 4.06792 0.47151 1.57654
*
```

The SMILES is CSS.SS. The calculation puts the HOMO energy at -0.3118 Ha. The energy above the lowest of the compared OMol25 structures with the same formula, charge and spin comes out at 0.280 eV. The calculation puts the energy at -1634.42382 hartree. Its frontier orbital gap is 8.91 eV.


Entry 5:
An isolated molecule of CH6SSi in a non-equilibrium geometry, computed with ωB97M-V/def2-TZVPD.

ORCA input file:
```
! wB97M-V def2-TZVPD RIJCOSX def2/J DEFGRID3
* xyz 0 1
S 0.50498 -2.18675 -0.13734
Si -0.19534 -0.13312 -0.96020
C -0.01686 0.98693 0.58380
H -1.31159 -0.09775 -1.82976
H -0.88923 1.27729 1.16229
H 0.45652 1.86572 0.37744
H 1.10892 0.15212 -1.54867
H 0.56479 0.33269 1.20234
H -0.22218 -2.19713 1.15010
*
```

The SMILES is C[SiH2]S. The calculation puts the HOMO energy at -0.3405 Ha. The energy above the lowest of the compared OMol25 structures with the same formula, charge and spin comes out at 0.554 eV. The calculation puts the energy at -729.35632 hartree. Its frontier orbital gap is 10.04 eV.


Entry 6:
A cluster of 2 separate species, CH6SSi in total in a non-equilibrium geometry, computed with ωB97M-V/def2-TZVPD.

ORCA input file:
```
! wB97M-V def2-TZVPD RIJCOSX def2/J DEFGRID3
* xyz 0 1
S -3.57076 -0.51614 -0.03771
Si 2.39945 -0.18927 0.18044
C 0.79039 0.42287 0.44037
H 0.41770 1.28814 -0.10955
H 0.04387 -0.41947 0.57961
H -4.23842 0.28599 -0.94516
H 2.91753 -1.58176 0.26189
H -2.44928 0.16318 -0.09164
H 3.68953 0.54645 -0.27826
*
```

The SMILES is C=[SiH2].S. The calculation puts the HOMO energy at -0.3265 Ha. The energy above the lowest of the compared OMol25 structures with the same formula, charge and spin comes out at 3.031 eV. The calculation puts the energy at -729.26529 hartree. Its frontier orbital gap is 9.01 eV.


Entry 7:
The ion CH7BN6O3 with charge +2 in a non-equilibrium geometry, computed with ωB97M-V/def2-TZVPD.

ORCA input file:
```
! wB97M-V def2-TZVPD RIJCOSX def2/J DEFGRID3
* xyz 2 1
O 0.33027 0.50016 1.10228
O 2.25321 2.13849 1.63953
O 2.00650 1.25683 -0.57351
N 0.04120 -0.93736 -3.41127
N 1.90774 2.33559 2.89729
N 1.42437 0.68528 -1.60310
N -1.51736 -0.77898 0.14002
N -0.40176 -0.72049 -2.23836
N -0.38832 0.19837 -0.10136
C 0.34378 -0.00291 -1.33425
B 1.44044 1.25599 0.73117
H -1.22877 -1.56380 0.70158
H -0.56373 -1.20714 -4.17675
H -2.33647 -0.26768 0.69462
H 1.26955 1.76994 3.29145
H 0.98709 -0.46250 -3.62681
H 2.75131 2.84808 3.44070
H -1.71680 -0.83383 -0.86875
*
```

The SMILES is NOB1ON=C(N=[NH2+])N([NH3+])O1. The calculation puts the HOMO energy (spin up / spin down) at -0.5780 / -0.6335 Ha. The energy above the lowest of the compared OMol25 structures with the same formula, charge and spin comes out at 0.552 eV. The calculation puts the energy at -620.53201 hartree. Its frontier orbital gap (spin up / spin down) is 4.67 / 8.76 eV.


Entry 8:
A cluster of 2 separate species, CH7N2 in total in a non-equilibrium geometry, computed with ωB97M-V/def2-TZVPD.

ORCA input file:
```
! wB97M-V def2-TZVPD RIJCOSX def2/J DEFGRID3
* xyz 1 1
N 1.69259 -0.03057 -0.13143
N -0.93938 0.42630 -0.21511
C -1.81922 -0.21740 0.44791
H -1.59398 -0.39725 1.49411
H 1.97865 0.49762 0.69005
H 1.86551 -1.01349 0.08372
H -1.33738 0.89549 -1.02747
H -2.75835 -0.48134 -0.04286
H 2.28743 0.20673 -0.92502
H 0.62413 0.11391 -0.37390
*
```

The calculation puts the HOMO energy at -0.5601 Ha. The energy above the lowest of the compared OMol25 structures with the same formula, charge and spin comes out at 0.477 eV. The calculation puts the energy at -151.53346 hartree. Its frontier orbital gap is 11.59 eV.


Entry 9:
A cluster of 2 separate species, CH7N2 in total in a non-equilibrium geometry, computed with ωB97M-V/def2-TZVPD.

ORCA input file:
```
! wB97M-V def2-TZVPD RIJCOSX def2/J DEFGRID3
* xyz 1 1
N 1.17176 -0.12898 0.11088
N -1.39516 0.12612 0.44628
C -0.68127 0.06091 -0.65346
H 1.09304 -0.44811 1.10658
H -1.40175 0.96960 0.95539
H -0.47847 0.89453 -1.28634
H -1.62962 -0.79415 0.72054
H -0.91457 -0.69872 -1.27328
H 1.62513 -0.70401 -0.59710
H 1.61284 0.73443 0.24282
*
```

The calculation puts the HOMO energy at -0.5733 Ha. The energy above the lowest of the compared OMol25 structures with the same formula, charge and spin comes out at 1.061 eV. The calculation puts the energy at -151.51199 hartree. Its frontier orbital gap is 11.79 eV.


Entry 10:
A cluster of 2 separate species, CH7N2O in total in a non-equilibrium geometry, computed with ωB97M-V/def2-TZVPD.

ORCA input file:
```
! wB97M-V def2-TZVPD RIJCOSX def2/J DEFGRID3
* xyz 1 1
O -0.67607 1.07047 -1.11880
N 0.09451 -1.08838 -1.00963
N 0.23382 0.50134 1.55282
C -0.76609 -0.17094 -0.69428
H -1.68106 -0.45468 -0.06051
H 0.86466 -0.94075 -1.68765
H -0.00906 -1.95798 -0.39244
H 0.11123 1.27837 -1.59507
H 0.78838 -0.34563 1.54649
H 0.29156 0.87364 2.50936
H 0.74812 1.23454 0.94973
*
```

The calculation puts the HOMO energy at -0.5505 Ha. The energy above the lowest of the compared OMol25 structures with the same formula, charge and spin comes out at 1.613 eV. The calculation puts the energy at -226.77615 hartree. Its frontier orbital gap is 10.67 eV.